This record from OMol25 describes the molecule CClN. The level of theory is wB97M-V/def2-TZVPD.

XYZ file:
```
3
Properties=species:S:1:pos:R:3:lowdin_charge:R:1
C -0.06924 0.18111 -0.05035 -0.6560
Cl -1.07885 1.64972 0.19108 0.5784
N 0.49965 -0.80537 -0.07574 0.0776
```

Its total charge is 0. As for the structure (SMILES): N#CCl.


This record from OMol25 describes a structure of composition C20H60HfN10O6P3. The level of theory is wB97M-V/def2-TZVPD.

XYZ file:
```
100
Properties=species:S:1:pos:R:3:lowdin_charge:R:1
H 3.79169 3.18108 2.20717 0.0947
H -8.05226 -4.95824 1.47452 0.1028
H 2.67599 0.92111 -6.66918 0.0865
N -6.42166 -1.29173 1.76535 -0.3088
C 3.08732 -2.24678 -9.17112 -0.0485
N 3.40427 -1.95995 2.70999 -0.4327
H 2.51645 -2.29320 -4.42261 0.0806
H -7.00604 -1.00047 3.75243 0.0827
N 2.58115 -1.10337 -6.14063 -0.2421
C 2.83795 3.00834 2.70580 -0.0831
C -5.87649 -0.34876 0.79679 -0.1202
H -8.26604 -3.14894 1.53704 0.0786
H 6.08653 -1.38666 -8.79593 0.1076
P 1.01628 3.99328 4.55379 0.6074
H 2.53660 3.93705 7.91350 0.1008
H 3.03900 -2.97660 0.93653 0.1007
C 2.25312 -1.27838 -4.72078 -0.0911
N -6.58694 -3.84263 2.63108 -0.2464
H -6.66862 0.07169 0.17725 0.0992
C 0.06912 6.64189 4.06420 -0.0759
H 4.65192 0.50920 -5.61687 0.0691
C 2.09617 0.03969 -6.94305 -0.0640
C -0.62166 4.81779 2.66564 -0.1186
H -1.69726 4.96877 2.57410 0.1012
H 2.76329 2.92906 6.43376 0.0750
H -5.55470 -5.75399 2.75623 0.0876
N 1.37355 4.52922 6.09806 -0.2917
H 4.96766 -0.80628 -9.91099 0.1001
H -6.95701 -5.41879 3.67894 0.0912
N 0.00732 5.21147 3.89559 -0.2766
H -7.05148 0.42828 2.78589 0.0882
H 5.86477 -3.39170 -4.99809 0.0877
H -3.92657 -4.64935 1.42023 0.0657
H -4.38198 -5.01238 -0.29245 0.0985
N -5.06881 -3.23626 0.53735 -0.2379
O 0.40494 2.62171 4.70816 -0.3754
H 2.03311 2.76677 2.01156 0.0799
H 6.71611 -1.91459 -4.20174 0.0938
H 0.20157 -0.26233 -0.10973 0.0676
H 6.04117 0.16060 -4.59157 0.0927
O -1.20719 -0.07034 1.40577 -0.3287
H -8.64700 -4.10472 2.86244 0.1029
H 4.71033 -2.33264 1.13327 0.1026
Hf -1.29301 -0.82632 4.86527 1.4550
C -5.99594 -4.98954 3.39579 -0.0459
H 2.23827 -2.58171 -8.57526 0.0800
C 2.55794 3.92597 6.82376 -0.0540
C 5.11954 -0.88511 -8.83450 -0.0681
H 1.17116 -1.33061 -4.59944 0.0967
H 1.06471 0.32020 -6.72973 0.0938
H 3.45726 4.37870 6.40619 0.0538
H 1.96504 -0.14783 -8.00877 0.0839
H 7.09176 -2.50120 -5.84481 0.1008
H -0.89608 7.04505 4.37073 0.1039
H 4.30124 4.79047 4.53948 0.0855
H -0.14667 5.21274 1.76758 0.0956
H 2.79623 -0.59170 -4.07146 0.0858
C -4.00537 -4.26321 0.40397 -0.0458
C -7.28243 -0.63672 2.76278 -0.0759
N 3.99213 -1.53830 -8.19766 -0.2457
C 6.31247 -2.40207 -5.08917 -0.0461
C 0.26141 4.78396 7.00777 -0.1154
N 5.33230 -1.50924 -5.71917 -0.2612
C -0.79028 0.15416 0.06600 -0.2385
H -1.35311 -0.42436 -0.66655 0.0716
H 6.27399 0.22711 -6.33795 0.0907
H 0.47529 7.02431 3.12778 0.1002
H -0.80050 1.19969 -0.24201 0.0677
O -4.42807 -2.34503 3.11113 -0.3393
O 2.34656 -1.49536 3.05616 -0.0238
H -3.03792 -3.81572 0.17612 0.0959
H 3.49833 -3.16749 -9.58520 0.1132
H -0.63947 4.97383 6.42429 0.0726
H 3.03662 5.98954 4.30058 0.0769
H -5.30157 -4.68017 4.17698 0.0891
H -6.78263 -2.49896 -0.39953 0.0737
H -5.46267 -2.80496 -1.48651 0.1046
H 0.59338 5.63008 7.60942 0.1002
N 2.43912 4.13487 3.54839 -0.2469
C -5.97165 -3.19733 -0.60613 -0.0912
H 2.91743 2.21213 3.44596 0.0810
O 4.27526 -2.19823 3.56659 0.0673
C 5.57699 -0.06363 -5.55197 -0.0724
O 3.87969 -3.52029 -6.55122 -0.2162
H -0.18308 3.99356 7.61258 0.0890
H 0.70695 6.84811 4.92370 0.0803
H 2.59826 -1.55858 -9.86053 0.0994
C 3.64554 -2.11725 1.22240 0.0661
H -5.02374 -0.71517 0.22523 0.0764
H 3.24415 -1.21351 0.76388 0.0924
P 3.96675 -2.02583 -6.58904 0.5942
C 3.51846 5.11888 3.85575 -0.0749
H -8.33494 -0.86360 2.59300 0.0882
H 5.16180 0.12894 -8.43700 0.0886
H -6.40911 -4.17106 -0.82656 0.1003
H -0.51750 3.73465 2.60199 0.0621
C -7.91927 -4.04416 2.05322 -0.0723
H 3.93882 5.52629 2.93628 0.0947
P -5.47946 -2.67667 2.14099 0.5756
H -5.43653 0.49968 1.32091 0.0828
```

Its total charge is +3.


Number 1: maximum force 4.85 eV/Å, total energy -553.00796 hartree, highest occupied orbital energy -12.2643 eV. Number 2: maximum force 4.12 eV/Å, total energy -2867.60354 hartree, highest occupied orbital energy -13.6645 eV.